This record from the OMol25 dataset describes a 9-piece molecular cluster, C27H70F3N2O21S7 overall at a distorted geometry. The level of theory is the ωB97M-V functional and the def2-TZVPD basis.

Each line ends with the Mulliken charge.
Geometry (Å):
N 10.447 -36.208 -1.199  -0.398
H 11.433 -36.368 -1.345  0.379
H 9.874 -36.859 -1.716  0.317
H 10.209 -35.290 -1.546  0.400
H 10.129 -36.289 -0.243  0.302
C 10.406 -28.532 7.144  -1.312
C 10.868 -30.081 7.205  -0.309
C 10.474 -30.869 5.963  -0.580
N 11.271 -32.256 5.905  0.199
C 10.828 -33.228 7.008  -1.092
C 12.810 -32.156 5.947  -0.536
C 13.361 -33.320 5.208  -0.928
C 12.347 -33.645 4.166  -0.451
C 11.051 -32.937 4.505  -0.634
H 10.926 -27.934 6.396  0.354
H 10.503 -28.056 8.120  0.389
H 9.326 -28.411 7.061  0.365
H 10.455 -30.590 8.076  0.331
H 11.949 -30.205 7.271  0.294
H 10.734 -30.361 5.034  0.371
H 9.438 -31.205 6.015  0.376
H 9.778 -33.474 6.849  0.375
H 10.842 -32.884 8.043  0.294
H 11.321 -34.172 6.774  0.491
H 13.151 -32.142 6.982  0.389
H 12.956 -31.262 5.340  0.446
H 13.390 -34.111 5.957  0.352
H 14.332 -33.157 4.740  0.395
H 12.160 -34.718 4.136  0.292
H 12.691 -33.325 3.183  0.367
H 10.138 -33.506 4.679  0.443
H 10.829 -32.049 3.914  0.316
C 8.995 -40.079 3.391  0.558
F 10.033 -40.067 2.568  -0.248
F 7.974 -40.730 2.870  -0.219
F 9.475 -40.591 4.468  -0.204
S 8.425 -38.239 3.759  1.023
O 9.197 -37.874 4.966  -0.625
O 8.817 -37.472 2.508  -0.652
O 6.987 -38.350 3.980  -0.633
O 5.529 -34.751 -1.374  -0.561
S 5.910 -33.559 -0.549  1.075
O 7.297 -33.108 -0.434  -0.618
O 5.098 -32.173 -1.051  -0.302
C 3.814 -32.333 -1.528  -0.207
C 3.741 -31.715 -2.898  -1.361
C 5.061 -33.529 1.048  -0.851
H 3.183 -31.774 -0.837  0.286
H 3.512 -33.378 -1.462  0.466
H 3.866 -30.633 -2.887  0.333
H 2.731 -31.792 -3.302  0.385
H 4.334 -32.056 -3.747  0.315
H 3.990 -33.546 0.845  0.298
H 5.348 -32.546 1.420  0.337
H 5.491 -34.209 1.784  0.405
O 1.908 -37.455 -0.612  -0.586
S 2.090 -38.874 -0.352  1.061
O 1.569 -39.483 0.882  -0.590
O 1.426 -39.724 -1.607  -0.283
C 0.798 -39.027 -2.622  -0.100
C 0.490 -40.136 -3.640  -1.234
C 3.841 -39.413 -0.623  -0.880
H 1.491 -38.274 -2.997  0.304
H -0.075 -38.541 -2.187  0.313
H 1.309 -40.826 -3.844  0.314
H 0.194 -39.782 -4.627  0.368
H -0.299 -40.822 -3.331  0.310
H 3.957 -40.430 -0.250  0.347
H 4.503 -38.770 -0.043  0.345
H 4.058 -39.410 -1.691  0.313
O 17.580 -41.105 3.485  -0.586
S 16.125 -41.195 3.551  1.134
O 15.348 -42.314 3.029  -0.588
O 15.801 -41.146 5.200  -0.348
C 14.506 -41.272 5.727  -0.236
C 14.312 -40.364 6.990  -1.035
C 15.441 -39.615 2.986  -0.794
H 14.425 -42.327 5.989  0.298
H 13.767 -41.095 4.945  0.347
H 13.839 -39.441 6.653  0.267
H 15.246 -40.055 7.460  0.326
H 13.719 -40.950 7.693  0.290
H 15.787 -39.643 1.953  0.362
H 15.902 -38.808 3.555  0.287
H 14.381 -39.801 3.161  0.277
O 9.641 -39.845 -2.838  -0.551
S 10.202 -41.154 -3.210  1.076
O 9.420 -42.369 -3.065  -0.572
O 10.793 -41.078 -4.740  -0.296
C 11.474 -39.872 -5.142  -0.268
C 10.535 -39.250 -6.087  -1.037
C 11.864 -41.491 -2.314  -0.891
H 12.374 -40.205 -5.657  0.330
H 11.772 -39.265 -4.286  0.293
H 10.392 -40.031 -6.834  0.287
H 10.906 -38.316 -6.511  0.360
H 9.649 -38.990 -5.508  0.265
H 11.716 -41.806 -1.281  0.391
H 12.422 -40.563 -2.442  0.271
H 12.341 -42.232 -2.954  0.341
O 7.540 -37.988 12.038  -0.601
S 7.963 -38.313 10.647  1.133
O 9.211 -37.809 10.129  -0.591
O 7.984 -39.946 10.605  -0.300
C 8.344 -40.609 9.406  -0.097
C 8.986 -41.862 9.778  -1.331
C 6.587 -38.070 9.498  -0.874
H 9.063 -40.064 8.795  0.363
H 7.515 -40.705 8.705  0.303
H 9.070 -42.492 8.893  0.362
H 8.505 -42.336 10.633  0.338
H 9.988 -41.619 10.132  0.302
H 6.255 -37.032 9.469  0.358
H 5.780 -38.727 9.822  0.339
H 6.867 -38.439 8.511  0.297
O -0.573 -35.615 6.477  -0.587
S 0.695 -36.306 6.736  1.156
O 1.639 -35.764 7.710  -0.590
O 0.320 -37.905 7.065  -0.324
C -0.427 -38.566 6.098  -0.061
C -1.580 -39.288 6.684  -1.340
C 1.581 -36.514 5.157  -0.967
H 0.296 -39.205 5.591  0.306
H -0.873 -37.877 5.380  0.344
H -1.934 -40.035 5.973  0.363
H -2.364 -38.587 6.969  0.300
H -1.288 -39.751 7.626  0.323
H 2.322 -37.314 5.164  0.359
H 2.107 -35.560 5.110  0.364
H 0.868 -36.675 4.349  0.353

As for the multiplicity: 1. Its charge is +1.

This record from the OMol25 dataset describes a 14-piece molecular cluster, C27H71BrClFN3O13S2 overall at a distorted geometry. The level of theory is the ωB97M-V functional and the def2-TZVPD basis.

Each line ends with the Mulliken charge.
Geometry (Å):
C 6.313 2.224 0.320  -0.662
C 6.230 1.319 -0.813  -0.145
N 5.895 -0.161 -0.669  0.415
C 5.028 -0.459 0.523  -0.745
C 4.115 -1.766 0.388  -0.459
Br 5.161 -3.483 0.413  -0.109
C 3.111 -1.651 -0.860  -0.133
C 1.758 -0.842 -0.552  -0.165
C 0.704 -1.618 0.373  -0.750
C -0.048 -2.848 -0.335  -0.330
S -1.668 -2.414 -1.127  -0.173
C -2.741 -1.404 -0.017  0.099
S -3.216 -1.929 1.504  -0.130
N -3.211 -0.078 -0.554  0.260
C -3.369 0.205 -1.993  -0.194
C -3.827 1.707 -1.964  -0.369
N -3.919 2.154 -0.579  -0.310
C -3.561 1.061 0.270  -0.067
C 3.834 -0.902 -2.097  0.257
Cl 3.317 -1.762 -3.634  -0.159
C 5.421 -0.743 -1.966  -0.408
F 6.145 -1.956 -2.304  -0.375
H 7.129 2.165 1.127  0.302
H 5.508 3.054 0.336  0.242
H 6.492 1.792 -1.834  0.329
H 6.822 -0.614 -0.473  0.517
H 4.322 0.407 0.816  0.243
H 5.750 -0.588 1.419  0.385
H 3.473 -1.809 1.350  0.511
H 2.868 -2.735 -1.179  0.747
H 1.322 -0.514 -1.566  0.188
H 2.071 0.117 0.021  -0.306
H -0.091 -0.845 0.702  0.381
H 1.204 -2.003 1.325  0.230
H -0.250 -3.645 0.481  0.262
H 0.608 -3.309 -1.171  0.297
H -3.193 -0.474 -2.911  0.206
H -4.031 2.334 -2.892  0.334
H -3.548 1.075 1.409  0.178
H 3.399 0.169 -2.172  0.182
H 5.738 0.008 -2.788  0.380
C -1.122 -6.766 1.996  -0.545
O 0.009 -5.911 1.896  -0.420
H -1.785 -6.385 2.773  0.257
H -1.655 -6.783 1.042  0.273
H -0.798 -7.774 2.261  0.213
H 0.579 -6.270 1.203  0.230
C 1.509 3.106 0.076  0.084
O 2.060 2.247 1.068  -0.507
H 1.457 2.567 -0.869  0.063
H 0.504 3.412 0.374  -0.179
H 2.147 3.985 -0.043  0.279
H 2.094 2.749 1.894  0.290
C -1.674 -1.844 5.297  -0.467
O -0.563 -2.052 4.438  -0.440
H -1.394 -2.123 6.313  0.250
H -1.959 -0.789 5.277  0.188
H -2.512 -2.465 4.969  0.232
H -0.841 -1.797 3.547  0.234
C -2.390 5.829 -0.816  -0.202
O -3.648 5.761 -0.165  -0.415
H -1.982 6.832 -0.692  0.301
H -1.706 5.101 -0.370  -0.170
H -2.517 5.619 -1.882  0.268
H -3.986 4.862 -0.291  0.228
C -2.479 -10.399 2.543  -0.572
O -2.242 -9.316 3.429  -0.487
H -3.285 -10.126 1.861  0.224
H -1.574 -10.609 1.966  0.262
H -2.772 -11.285 3.112  0.283
H -1.526 -9.583 4.020  0.290
C -2.160 3.203 3.625  -0.470
O -1.042 3.005 2.769  -0.390
H -1.880 2.925 4.641  0.194
H -2.456 4.254 3.606  0.242
H -2.992 2.575 3.295  0.160
H -1.316 3.258 1.878  0.217
C -2.736 4.705 7.255  -0.536
O -3.306 3.449 6.914  -0.484
H -2.633 5.302 6.348  0.194
H -3.389 5.227 7.959  0.293
H -1.750 4.554 7.702  0.268
H -3.386 2.942 7.732  0.288
C -0.929 -1.298 -5.381  -0.420
O -2.274 -1.033 -5.012  -0.481
H -0.268 -0.846 -4.641  0.027
H -0.763 -2.378 -5.405  0.275
H -0.724 -0.866 -6.363  0.325
H -2.837 -1.442 -5.682  0.285
C -6.291 7.673 0.493  -0.449
O -7.018 8.788 0.995  -0.554
H -5.242 7.952 0.389  0.163
H -6.376 6.836 1.191  0.254
H -6.687 7.388 -0.484  0.340
H -7.940 8.514 1.076  0.301
C -6.552 4.997 -2.923  -0.562
O -6.301 6.071 -2.031  -0.493
H -7.374 5.273 -3.585  0.265
H -5.658 4.797 -3.521  0.198
H -6.829 4.104 -2.356  0.274
H -5.570 5.801 -1.457  0.270
C 7.621 -1.651 -5.873  -0.554
O 6.871 -0.541 -5.398  -0.471
H 8.669 -1.359 -5.954  0.236
H 7.531 -2.484 -5.173  0.237
H 7.253 -1.949 -6.858  0.278
H 5.949 -0.826 -5.337  0.275
C 0.959 2.814 -3.801  -0.459
O 1.722 3.762 -3.067  -0.478
H -0.081 2.875 -3.479  0.215
H 1.020 3.038 -4.868  0.376
H 1.338 1.806 -3.608  0.074
H 2.636 3.687 -3.371  0.280
C 3.461 -7.532 1.159  -0.541
O 2.562 -6.894 0.263  -0.476
H 2.888 -8.078 1.908  0.230
H 4.093 -8.233 0.607  0.296
H 4.081 -6.781 1.654  0.223
H 3.096 -6.420 -0.387  0.264

As for the multiplicity: 1. Its charge is +1.

Highest occupied orbital energy across the listed records, respectively: -10.4 -10.4 eV.
Energy across the listed records, respectively: -5846.68371 -6143.38944 Eh.